Density functional theory data (the ωB97M-V functional and the def2-TZVPD basis) for a molecular structure, C14H29NNiSi2 at a distorted geometry.

Geometry (Å):
C (-0.7837, 0.9989, -3.8533)
C (0.6134, 1.1367, -3.6160)
C (0.7838, 1.9619, -2.4681)
C (-0.5055, 2.3238, -1.9891)
C (-1.4767, 1.7251, -2.8431)
Ni (-0.3541, -0.0530, -1.7708)
N (-1.6685, -1.3593, -1.7417)
C (-0.7137, -2.4048, -2.2644)
C (0.6756, -1.7473, -2.4597)
H (1.7381, 2.2344, -2.0132)
H (1.4128, 0.6884, -4.2064)
H (-0.7176, 2.9250, -1.1036)
H (-2.5605, 1.7946, -2.7305)
H (-1.2454, 0.4023, -4.6423)
H (1.0399, -1.8215, -3.4944)
H (-0.6646, -3.2467, -1.5442)
H (-2.6429, -1.6618, -1.7467)
H (1.4317, -2.1088, -1.7466)
H (-1.0900, -2.7950, -3.2307)
C (2.3533, 1.3733, 0.9965)
Si (0.5033, 1.5685, 1.2518)
C (0.1499, 1.5706, 3.1007)
C (0.2793, 3.4267, 1.0041)
C (-0.5001, 0.1313, 0.3102)
Si (-0.2900, -1.4542, 1.4509)
C (-1.5817, -1.3099, 2.8160)
C (-0.6960, -3.1879, 0.9170)
C (1.4222, -1.7334, 2.1690)
H (2.8774, 2.1405, 1.6029)
H (2.6023, 1.5333, -0.0668)
H (2.7318, 0.3825, 1.2859)
H (0.7525, 2.3633, 3.5886)
H (-0.9234, 1.8015, 3.2682)
H (0.4220, 0.6241, 3.5938)
H (0.7380, 3.7889, 0.0663)
H (-0.7921, 3.7021, 1.0911)
H (0.8323, 3.9580, 1.8067)
H (-1.5849, 0.3273, 0.4306)
H (-2.5880, -1.3344, 2.3491)
H (-1.4881, -2.1777, 3.5002)
H (-1.5163, -0.3957, 3.4191)
H (0.1344, -3.5784, 0.2988)
H (-0.7116, -3.8382, 1.8158)
H (-1.6972, -3.2376, 0.4417)
H (2.1415, -1.9113, 1.3441)
H (1.7643, -0.8937, 2.7960)
H (1.3947, -2.6331, 2.8167)

Results
Expectation value of S²   2.01
Multiplicity   3
HOMO-LUMO gap (spin up / spin down)   4.23 / 4.45 eV
Net charge   -2


Density functional theory data (the ωB97M-V functional and the def2-TZVPD basis) for a molecular structure, C14H29O4PSV at a distorted geometry.

Geometry (Å):
V (0.0000, 0.0000, 0.0000)
C (-2.0101, -0.2771, -0.0811)
O (-3.1741, -0.3856, -0.0956)
C (-0.3219, 1.8486, 0.4785)
O (-0.5104, 2.9834, 0.7333)
C (1.9802, 0.3828, 0.2766)
O (3.0933, 0.6532, 0.5063)
C (-1.4868, 0.9844, -3.2945)
P (0.0011, 0.2375, -2.4493)
H (0.5830, -1.7531, -3.8302)
H (-2.2738, 0.2654, -3.0348)
C (1.4743, 0.9186, -3.3740)
H (1.2247, 0.8879, -4.4422)
C (-1.3752, 1.0643, -4.8222)
H (-1.0516, 0.1162, -5.2658)
H (-0.6640, 1.8399, -5.1254)
H (-2.3486, 1.3235, -5.2548)
C (-1.8965, 2.3297, -2.6780)
H (-1.1771, 3.1202, -2.9093)
C (0.6295, -2.2764, -1.7241)
H (-1.9780, 2.2566, -1.5916)
H (-2.8695, 2.6342, -3.0810)
C (-1.4305, -2.1484, -3.1641)
H (0.0223, -2.0814, -0.8004)
H (0.6039, -3.3706, -1.8080)
H (1.6630, -1.9668, -1.5653)
C (-0.0251, -1.5818, -2.9329)
H (-1.3711, -3.2347, -3.3020)
H (-1.9036, -1.7247, -4.0536)
H (-2.0801, -1.9547, -2.3040)
C (2.7312, 0.0691, -3.1443)
H (2.9827, 0.0193, -2.0813)
H (3.5797, 0.5281, -3.6652)
H (2.6191, -0.9499, -3.5272)
C (1.7251, 2.3720, -2.9458)
H (1.8632, 2.4306, -1.8612)
H (0.8942, 3.0290, -3.2152)
H (2.6307, 2.7537, -3.4316)
H (-0.1741, -5.6044, -1.2757)
H (-0.1790, -5.7386, -0.5444)
C (0.1731, -0.4380, 4.2417)
S (-0.0007, -0.3941, 2.4215)
C (0.4974, -2.1426, 2.2510)
O (-1.4794, -0.0038, 2.5734)
H (1.2064, -0.7360, 4.5179)
H (-0.5610, -1.1354, 4.6997)
H (-0.0072, 0.5789, 4.6498)
H (0.0426, -2.7689, 3.0475)
H (0.0975, -2.5517, 1.3090)
H (1.6037, -2.2299, 2.2698)

Results
Expectation value of S²   0.83
Multiplicity   2
HOMO-LUMO gap (spin up / spin down)   4.96 / 4.47 eV
Net charge   +4


Density functional theory data (the ωB97M-V functional and the def2-TZVPD basis) for a molecular structure, C14H30ClLiO8 at a distorted geometry.

Geometry (Å):
Li (0.1981, -0.1893, -0.2415)
Cl (0.2380, -3.1155, 2.3157)
O (0.3698, -2.4871, 1.0069)
O (0.9454, -4.3313, 2.3529)
O (0.7171, -2.2857, 3.3661)
O (-1.1479, -3.4302, 2.5707)
C (-1.9378, 1.5938, 2.8886)
C (-3.1879, 1.7139, 1.9312)
C (-2.7756, 0.9743, 0.7041)
O (-1.4329, 0.5115, 0.8411)
C (-1.2348, 0.3577, 2.2448)
H (-2.2300, 1.4482, 3.9286)
H (-1.3138, 2.4790, 2.7657)
H (-3.3584, 2.7535, 1.6513)
H (-4.0664, 1.3555, 2.4677)
H (-2.7397, 1.6454, -0.1541)
H (-3.3186, 0.0523, 0.4963)
H (-0.1793, 0.3129, 2.5132)
H (-1.7129, -0.5688, 2.5629)
C (-2.3566, -1.5158, -3.4318)
C (-3.1816, -1.5956, -2.2169)
C (-2.1430, -2.0204, -1.1581)
O (-1.0475, -1.1760, -1.5064)
C (-1.0141, -0.9134, -2.9273)
H (-2.7288, -0.8477, -4.2085)
H (-2.3243, -2.4925, -3.9149)
H (-3.9604, -2.3573, -2.2528)
H (-3.5467, -0.6437, -1.8313)
H (-1.6681, -2.9916, -1.2975)
H (-2.5103, -2.0732, -0.1332)
H (-0.2064, -1.3512, -3.5138)
H (-1.1572, 0.1665, -2.9637)
C (3.8408, -1.1222, 0.8324)
C (4.1447, -0.9867, -0.6501)
C (3.0795, -0.0489, -1.2520)
O (2.1476, 0.1124, -0.1201)
C (2.8754, 0.0319, 1.0449)
H (4.7759, -1.0269, 1.3844)
H (3.4403, -2.0448, 1.2524)
H (4.2890, -1.8950, -1.2350)
H (5.1064, -0.4837, -0.7516)
H (2.7201, -0.5072, -2.1733)
H (3.4751, 0.9396, -1.4855)
H (2.3105, -0.0510, 1.9734)
H (3.4305, 0.9610, 1.1737)
C (2.0448, 3.4403, -0.5441)
C (0.5775, 2.9365, -0.1884)
O (0.2057, 1.7667, -0.8945)
H (2.6571, 2.7025, -0.0257)
H (2.2280, 4.4454, -0.1642)
H (2.2025, 3.5701, -1.6148)
H (-0.1783, 3.6788, -0.4452)
H (0.4932, 2.6738, 0.8661)
H (0.1463, 1.9291, -1.8388)

Results
HOMO-LUMO gap   8.38 eV
Net charge   0
Energy above the lowest of the compared OMol25 structures with the same formula, charge and spin   1.794 eV